# 1
The following is a quantum chemistry calculation of a cluster of 3 separate species, C14H27NO8 in total, from OMol25.

```
! RIJCOSX wB97M-V def2-TZVPD def2/J DEFGRID3
* xyz 0 1
O 2.14067 4.58240 4.25946
O 1.63332 2.94682 2.78114
O -3.78350 -1.69868 -4.42560
O -0.55886 -0.68042 0.62213
O 0.67118 4.86737 2.55933
O -3.40581 -1.80204 -2.30153
O -1.64113 -1.58422 -3.69809
O 3.59898 -4.58174 0.82664
N 2.46569 -3.29644 -0.71527
C -2.83515 -2.94569 -6.29120
C -3.32731 -1.60736 -5.78192
C -0.42180 0.56861 1.27585
C 2.63201 -4.04426 0.48648
C -2.48374 -1.85318 -1.20609
C -0.25414 -1.80654 1.42884
C 1.58185 7.12533 2.45514
C 1.03254 -2.44347 0.94115
C 1.21598 -2.46811 -0.58158
C -2.82552 -1.68470 -3.49586
C 1.53933 4.17705 3.29861
C 1.28302 -3.92275 1.21775
C 2.58324 2.10624 3.43923
C 0.46792 6.23150 2.95734
H -0.13911 -1.56270 2.48157
H -1.40065 1.02525 1.39757
H 0.15489 1.25391 0.66688
H 0.35939 6.29656 4.03955
H 1.92603 -1.97812 1.35186
H -3.60069 -3.71054 -6.15350
H -1.79755 -1.01971 -1.23164
H 1.35698 -1.46423 -0.94577
H 2.45912 1.10725 3.02829
H -4.18831 -1.28076 -6.36291
H 2.53212 6.86457 2.92046
H -2.58496 -2.88272 -7.35030
H 1.31503 -4.10263 2.28977
H 1.36364 8.16925 2.67975
H -1.94817 -3.26852 -5.74663
H 3.21645 -2.60670 -0.65707
H -2.55999 -0.83880 -5.87143
H -1.93814 -2.79675 -1.22842
H 0.06972 0.51546 2.24153
H 1.70340 7.01352 1.37692
H 3.59572 2.45133 3.23540
H 0.53796 -4.62148 0.85107
H -3.06769 -1.80322 -0.29070
H -1.07386 -2.50882 1.31621
H 2.40381 2.07550 4.51175
H 0.47611 -3.04383 -1.11603
H -0.48003 6.53118 2.51388
*
```

Results
* LUMO level: 0.5 eV
* Kohn-Sham gap: 10.16 eV
* ΔE to the lowest compared entry with this formula, charge and spin: 0.0 kcal per mole
* SMILES: COC[C@@H]1CNC(=O)C1.CCOC(=O)OC.CCOC(=O)OC

=====

# 2
The following is a quantum chemistry calculation of a cluster of 6 separate species, C14H28Br10O2S in total, from OMol25.

```
! RIJCOSX wB97M-V def2-TZVPD def2/J DEFGRID3
* xyz -1 2
Br -3.02967 -1.79329 -5.38433
Br -0.96972 -4.60128 -3.48600
Br 5.79699 1.05578 1.64438
Br 4.68830 5.32348 3.30318
Br 1.39593 -0.47954 -3.38075
Br -3.70975 4.31329 0.64615
Br 0.73391 3.07349 0.82061
Br -2.88552 -1.06478 -0.03440
Br -2.71589 1.71685 -2.82439
Br -2.69063 -2.22451 3.59042
S 1.39597 -0.90977 1.53550
O 1.90778 -0.89972 2.92141
O 0.49289 0.12138 1.00255
C 0.55880 -2.58355 1.12265
C 5.35545 2.53889 2.91913
C 4.75257 3.67150 2.13660
C -3.22171 -2.72645 -3.56929
C -2.20514 3.04380 0.63789
C -0.80198 1.21788 -2.47397
C -1.07127 3.90259 1.10577
C 2.81640 -2.42752 -0.16249
C -1.90245 -2.91587 -2.83839
C -3.59699 -0.64998 2.75096
C 1.34036 -2.98293 -0.10057
C -4.26013 -1.04591 1.46875
C 2.83146 -1.04622 0.48545
C -0.21764 0.56707 -3.73825
H -1.91310 -3.04022 -1.75556
H 0.24588 1.36032 -4.32476
H 0.66843 -3.22572 1.99655
H 3.57021 -3.18684 0.04559
H -0.49009 -2.35526 0.93341
H -0.77599 0.55155 -1.61175
H -2.37163 2.22339 1.33597
H -3.61392 -1.93819 -2.92671
H -3.93969 -3.54288 -3.64712
H -1.99296 2.65625 -0.35854
H -2.72436 -0.00569 2.64368
H -1.23530 3.99358 2.17951
H 1.21413 -4.03496 -0.35627
H 2.65992 -0.27207 -0.26246
H 5.34440 3.88022 1.24539
H -4.34098 -0.37702 3.49934
H -0.98169 0.00840 -4.27883
H 0.72252 -2.66869 -0.94178
H -4.95713 -0.24805 1.21241
H 4.57692 2.07732 3.52652
H 6.31603 2.73731 3.39453
H -0.13088 2.04874 -2.25626
H 3.02834 -2.26048 -1.21856
H -1.23721 -2.13386 -3.20449
H 3.69625 3.58484 1.88207
H -4.70817 -2.03409 1.57293
H -1.19503 4.85317 0.58696
H 3.77681 -0.84599 0.98974
*
```

Results
* LUMO level (spin up / spin down): 1.8 / 1.8 eV
* ⟨S²⟩: 0.754
* Kohn-Sham gap (spin up / spin down): 2.29 / 7.95 eV

=====

# 3
The following is a quantum chemistry calculation of a cluster of 8 separate species, C14H28Cl14IN4O2S in total, from OMol25.

```
! RIJCOSX wB97M-V def2-TZVPD def2/J DEFGRID3
* xyz 1 1
I 1.01258 -0.76131 0.84300
Cl -5.61646 2.51113 1.72160
Cl -2.00284 -1.58336 4.16514
Cl 4.05488 3.83225 -1.73578
Cl 0.99650 -0.32118 4.75775
Cl -0.83647 2.53964 1.91951
Cl -6.95140 5.04593 2.31172
Cl 4.44622 2.17808 -6.39010
Cl 5.90919 -0.35533 -6.27083
Cl -1.93539 6.48757 1.94959
Cl 3.71806 0.92980 -1.90902
Cl -0.38530 3.56646 -0.80482
Cl 1.31369 2.58687 4.92326
Cl -2.36954 -2.10506 7.01729
Cl -3.65735 5.05996 0.06497
S -1.26874 -4.35931 -1.40449
O -0.93892 -5.45478 -0.54974
O -1.87872 -4.73735 -2.62806
N 0.24982 -3.61648 -1.67282
N 3.69397 -3.55695 -1.37043
N 1.40944 -4.22955 -1.25885
N 1.92767 -2.30209 -2.23259
C -6.83868 3.67610 1.20003
C -0.44736 -0.12517 -0.61011
C 0.03325 -0.08265 -2.05544
C 3.23508 2.41914 -1.07673
C -2.19822 -2.82236 5.41469
C 0.62163 -2.45485 -2.25369
C -0.21995 -1.38447 -2.85014
C 0.50653 1.16167 5.58772
C 5.21002 0.97867 -5.34328
C -0.18039 3.85564 0.93493
C -3.53424 6.41558 1.19178
C 2.40360 -3.40014 -1.59777
C 4.28447 -4.68951 -0.66711
C -2.30562 -3.21913 -0.52242
H -1.36672 -0.67904 -0.47942
H 5.99824 1.46091 -4.77726
H 4.84317 -5.29231 -1.37615
H 3.48980 2.32096 -0.02736
H -0.66052 0.89313 -0.31796
H 4.90693 -4.36941 0.15958
H -0.71584 4.77009 1.19869
H -7.80028 3.17871 1.16115
H 0.87853 3.95770 1.14795
H -3.08656 -3.40200 5.19440
H 1.42340 -5.10829 -0.76534
H 0.07580 -1.18979 -3.87643
H 4.29625 -2.82139 -1.69895
H -1.27495 -1.64652 -2.86433
H 2.16613 2.54804 -1.19642
H -1.74079 -2.90990 0.35440
H 4.46047 0.57794 -4.67287
H 1.07260 0.21002 -2.13406
H -3.20436 -3.76375 -0.26138
H 3.50882 -5.31394 -0.23706
H -4.27953 6.29105 1.96871
H 0.76987 1.07293 6.63463
H -0.57748 0.67746 -2.54361
H -6.56446 4.04868 0.22018
H -2.48973 -2.35464 -1.14616
H -3.70344 7.33758 0.64892
H -1.32066 -3.45807 5.41001
H -0.56570 1.28041 5.47737
*
```

Results
* LUMO level: -2.9 eV
* Kohn-Sham gap: 9.27 eV

=====

# 4
The following is a quantum chemistry calculation of a structure of composition C14H28Cl20NO9P3, from OMol25.

```
! RIJCOSX wB97M-V def2-TZVPD def2/J DEFGRID3
* xyz 0 1
Cl -1.35269 1.51071 -4.88948
Cl 5.15909 -7.74535 -1.11530
Cl -4.27429 -3.40860 -4.69492
Cl -6.70195 -4.64619 -3.64630
Cl 0.80432 -5.66950 -0.55727
Cl -2.21357 11.55368 5.45987
Cl -3.08267 3.74197 2.18620
Cl 7.58780 -9.85269 1.75787
Cl 0.56503 9.21322 1.88786
Cl 3.51176 -10.11515 -0.67133
Cl -6.08725 -2.32109 2.53770
Cl -3.69494 -1.38428 5.25979
Cl -3.79122 0.06715 -4.19674
Cl 3.22676 -4.41629 -1.60399
Cl -3.99256 1.56263 3.90737
Cl -4.14332 -4.20877 1.44859
Cl 2.72128 9.86151 0.02856
Cl 0.17701 13.08361 4.77850
Cl -0.91853 -0.52565 5.54791
Cl 9.69329 -9.33521 -0.19829
P 2.95346 -0.68520 -3.31120
P 1.14697 2.36311 -1.97562
P 1.02430 0.27273 -3.81607
O 0.10968 2.47733 1.77750
O 1.16535 1.95504 -3.58594
O 2.75052 -1.32485 -1.80303
O 4.14766 0.45109 -3.23854
O 3.30311 -1.75375 -4.27312
O 1.65984 3.99022 -1.97211
O -0.37359 2.40732 -1.45709
O 3.04715 3.90530 -1.85110
O 2.11039 1.59549 -1.18787
N 3.45787 5.40342 0.04769
C -0.99491 11.88411 4.22191
C -5.38187 -3.93515 2.67949
C -4.22736 3.25122 3.45109
C -2.24251 -1.44894 6.26656
C 8.05836 -9.95778 0.05609
C 1.46025 -4.35177 -1.53672
C 1.66827 8.58773 0.65335
C 3.72747 -8.39816 -0.31023
C -2.57387 0.36041 -5.44321
C -0.85196 1.33993 2.24840
C 3.41669 4.66885 -0.80851
C -0.71650 1.44567 -0.45168
C -6.03817 -3.32797 -4.61718
C -1.03181 2.24526 0.92876
H 2.85324 -7.85286 -0.65382
H -6.16820 -4.67391 2.55723
H 3.25418 -2.16263 -1.72631
H -0.01323 0.61379 2.23375
H -0.47039 10.96105 3.98945
H -2.08576 -0.58007 -5.68626
H -5.23885 3.37753 3.07694
H -1.15608 1.84774 3.18602
H -4.07506 3.87770 4.32496
H 8.02603 -10.99805 -0.25347
H 0.04356 0.68197 -0.20301
H 2.28199 7.80696 1.09280
H -1.69988 0.96439 -0.64396
H -6.43729 -3.39768 -5.62455
H 1.16032 -3.40408 -1.09886
H -2.47308 -1.03188 7.24225
H 3.84230 -8.27588 0.76269
H 0.05009 -0.22757 -2.88622
H -6.32641 -2.38142 -4.16911
H 7.36243 -9.37274 -0.53874
H 1.06841 -4.43430 -2.54626
H -1.89827 3.01204 0.92798
H -4.92907 -4.03449 3.66177
H -1.49009 12.26198 3.33258
H -3.06189 0.76258 -6.32579
H 4.46212 0.57749 -4.15461
H -1.93321 -2.48457 6.37042
H 1.08393 8.18052 -0.16607
*
```

Results
* LUMO level: -0.3 eV
* Kohn-Sham gap: 9.31 eV

=====

# 5
The following is a quantum chemistry calculation of a structure of composition C14H28ClF6N5NiO8S2, from OMol25.

```
! RIJCOSX wB97M-V def2-TZVPD def2/J DEFGRID3
* xyz 0 3
Ni 0.22613 -0.12715 -0.38090
Cl 0.72379 0.02035 -2.74623
S -0.96387 1.18326 2.35431
S -0.20758 -1.29806 2.69457
F 2.02916 -2.07793 4.01028
F -3.45287 0.97161 3.50561
F -3.42994 1.87774 1.47159
F 1.94924 -0.03140 3.28468
F -3.31142 -0.28571 1.77681
F 0.80993 -0.50386 5.05098
O -0.73547 2.42147 1.60893
O -0.93768 -1.93733 -0.64290
O 1.49593 1.88424 0.03070
O -1.82065 0.75941 -0.82071
O 1.90257 -1.10556 0.01715
O -1.40185 -1.38878 3.50891
O 0.08348 -2.55383 2.07770
O -0.62048 1.23072 3.81952
N -2.73590 2.66052 -1.50612
N -2.60690 -2.66361 -1.90974
N 3.23078 3.28282 -0.37708
N -0.20434 -0.18541 1.54017
N 3.09145 -2.94490 -0.55495
C 2.99180 -1.63499 -0.14423
C -4.00070 0.71167 -1.47293
C 2.53137 3.07772 1.87541
C 3.14321 3.13907 -1.86826
C 2.42077 2.64295 0.41350
C -2.74587 1.38132 -1.21907
C -2.96057 0.89293 2.19759
C -1.51035 3.48753 -1.59564
C 1.27074 -0.96172 3.84911
C 4.27847 -0.85811 -0.10585
C -2.01408 -2.58516 -0.72498
C 1.97026 -3.66142 -0.91577
C -2.05467 -2.28922 -3.20898
C -2.64130 -3.42737 0.38688
H 2.07257 -4.71163 -0.64245
H 3.23169 2.52889 2.50504
H -0.97336 -2.35577 -3.08887
H -1.44374 4.34115 -0.92110
H -3.21653 -2.76935 1.03820
H -0.57444 2.93862 -1.49139
H 3.66348 2.22196 -2.14454
H 4.01901 3.79622 -0.00937
H 3.96773 -3.40567 -0.75478
H -4.11181 -0.08512 -0.73749
H -3.52165 -3.09129 -1.88934
H 1.55519 2.83223 2.29361
H -3.87519 0.14367 -2.39473
H 2.11064 3.26199 -2.19505
H 1.04038 -3.43524 -0.39398
H 5.06136 -1.47614 0.33374
H -3.60897 3.15107 -1.63734
H 2.80141 4.11464 2.07536
H -3.28875 -4.23884 0.05455
H 4.08096 0.10174 0.37141
H 3.69953 3.97815 -2.28606
H -4.83088 1.39490 -1.29373
H -2.16108 -3.02671 -4.00452
H 4.67307 -0.63195 -1.09643
H -1.57225 3.95187 -2.57985
H 1.76757 -3.36663 -1.94539
H -2.43112 -1.29539 -3.45124
H -1.92725 -3.97113 1.00539
*
```

Results
* LUMO level (spin up / spin down): 0.5 / 0.5 eV
* ⟨S²⟩: 2.003
* Kohn-Sham gap (spin up / spin down): 9.15 / 9.10 eV
* ΔE to the lowest compared entry with this formula, charge and spin: 36.3 kcal per mole

=====

# 6
The following is a quantum chemistry calculation of a structure of composition C14H28ClILaNOP2, from OMol25.

```
! RIJCOSX wB97M-V def2-TZVPD def2/J DEFGRID3
* xyz 2 1
La 1.28219 0.38775 -0.33532
I 3.61441 2.08034 0.15716
Cl 0.35942 1.95294 1.55193
P -0.62811 2.03689 -2.05343
P 1.56857 -1.79829 1.76906
O 3.90928 -1.24638 -3.53801
N -1.49872 -0.33017 0.55385
C -1.88212 0.02203 1.79820
C 3.36128 -2.21397 1.66993
C -3.73699 -1.18599 0.25783
C -2.44336 -0.93713 -0.22371
C 0.50341 2.77871 -3.30463
C 1.46059 -1.10575 3.46708
C -3.14133 -0.14738 2.33747
C 4.87593 -0.61295 -3.45533
C 5.91366 0.31479 -3.10142
C -1.17631 3.54444 -1.16182
C -5.47324 -1.05236 2.07945
C 0.85009 -3.45690 2.05505
C -2.10509 1.69919 -3.07859
C -4.10349 -0.78344 1.54736
H -5.69008 -2.12316 2.12354
H 2.08558 -1.69157 4.15876
H 6.24583 0.15921 -2.04478
H -2.88528 1.31817 -2.40316
H 1.46720 3.02509 -2.83313
H -5.58850 -0.65923 3.08699
H 0.40861 -1.15042 3.78675
H 0.01383 3.68225 -3.69364
H -6.25776 -0.60424 1.46441
H -2.14336 -1.21493 -1.25043
H 3.64362 -2.67800 2.62501
H 3.94153 -1.29676 1.48958
H -2.12616 3.31195 -0.66137
H 0.94695 -4.04694 1.13287
H -4.45596 -1.71238 -0.38837
H -3.32577 0.20285 3.35491
H -1.14047 0.55575 2.40441
H 0.65297 2.04261 -4.10732
H 1.34827 -3.98829 2.88251
H -0.43374 3.81056 -0.39868
H -2.46748 2.60292 -3.59618
H 6.77605 0.12311 -3.78403
H -1.85637 0.93025 -3.82440
H -1.31757 4.37559 -1.86659
H 1.78526 -0.05588 3.45824
H 5.56912 1.36975 -3.24036
H 3.50729 -2.92037 0.84004
H -0.21370 -3.31425 2.29227
*
```

Results
* LUMO level: -8.5 eV
* Kohn-Sham gap: 5.62 eV
* ΔE to the lowest compared entry with this formula, charge and spin: 0.0 kcal per mole

=====

| no. | largest force on an atom (eV/A) |
| --- | --- |
| 1 | 4.63 |
| 2 | 3.08 |
| 3 | 2.95 |
| 4 | 4.88 |
| 5 | 4.88 |
| 6 | 5.35 |